Molecular formula: C41H36AsCaNO3S2
Method: DFT, ωB97M-V/def2-TZVPD

Structure (XYZ):
```
85
Properties=species:S:1:pos:R:3:lowdin_charge:R:1
As -0.351 -0.718 -1.959 1.213
Ca 0.457 0.386 1.204 1.235
S 2.560 -1.065 0.069 0.546
S -2.518 -2.842 3.528 1.078
O -0.897 -0.399 -0.383 -0.621
O 2.060 1.063 2.701 -0.117
O 1.774 2.160 0.818 -0.145
N -0.734 -1.112 2.862 -0.021
C -3.238 1.245 1.513 -0.029
C -1.433 3.246 0.798 -0.272
C -2.027 0.525 -3.973 -0.082
C 3.968 -0.010 0.403 -0.587
C -1.479 2.759 2.104 -0.034
C 6.353 0.391 0.202 -0.106
C -4.019 -1.405 -3.793 -0.077
C -0.439 -1.501 4.172 -0.318
C -1.316 -2.436 4.707 -0.471
C 0.194 -2.525 -2.162 -0.330
C 2.773 2.377 -3.485 -0.065
C 0.919 -5.178 -2.415 -0.073
C 2.916 1.036 -3.821 -0.064
C -2.308 2.700 -0.138 -0.029
C 5.227 -0.368 -0.080 -0.133
C 0.632 -4.430 -3.549 -0.077
C -0.098 -2.420 6.744 -0.081
C 0.838 -4.601 -1.156 -0.062
C 1.711 2.795 -2.701 -0.060
C 0.479 -3.268 -1.025 -0.136
C 0.925 0.539 -2.589 -0.340
C -1.874 -0.552 -3.112 -0.306
C -2.871 -1.521 -3.027 -0.112
C -4.116 1.098 -0.834 -0.036
C 3.891 1.162 1.174 -0.179
C -2.385 1.770 2.479 -0.282
C 5.015 1.915 1.471 -0.039
C 0.638 -1.008 4.915 0.004
C 0.258 -3.099 -3.427 -0.102
C -1.156 -2.911 6.011 -0.086
C -0.488 4.349 0.413 -0.044
C 0.773 1.875 -2.252 -0.101
C 0.793 -1.478 6.199 -0.064
C 2.526 1.552 1.639 -0.717
C -3.182 0.641 -4.739 -0.076
C -4.177 -0.320 -4.648 -0.077
C -2.461 1.317 3.911 -0.042
C 6.257 1.535 0.982 -0.105
C -1.775 -1.749 2.435 -0.480
C 1.993 0.108 -3.369 -0.093
C -3.209 1.697 0.199 -0.267
H 1.322 -0.294 4.473 0.101
H -5.074 -0.228 -5.246 0.105
H -1.257 1.283 -4.059 0.101
H 0.015 -2.532 -4.318 0.111
H 7.313 0.078 -0.190 0.095
H 1.207 -6.216 -2.514 0.105
H -0.730 4.736 -0.577 0.077
H -0.040 2.208 -1.618 0.087
H -2.158 -1.587 1.434 0.069
H 2.136 -0.944 -3.583 0.101
H 0.543 3.993 0.409 0.058
H -3.946 0.473 1.799 0.121
H -1.835 -3.639 6.433 0.107
H -2.762 -2.373 -2.365 0.114
H -2.292 3.078 -1.156 0.116
H 5.321 -1.265 -0.679 0.090
H -3.054 0.406 4.010 0.071
H 0.438 -2.814 -0.043 0.062
H -5.134 0.997 -0.454 0.084
H -4.151 1.709 -1.736 0.078
H 3.762 0.712 -4.411 0.107
H 1.619 3.835 -2.416 0.109
H 1.069 -5.182 -0.274 0.110
H -0.816 3.177 2.856 0.133
H 4.919 2.808 2.077 0.114
H 0.691 -4.882 -4.530 0.105
H -3.769 0.106 -1.126 0.061
H 0.054 -2.770 7.756 0.104
H 1.619 -1.121 6.799 0.107
H -3.299 1.483 -5.408 0.106
H -0.552 5.177 1.121 0.085
H 7.139 2.120 1.208 0.093
H -2.925 2.086 4.532 0.089
H -1.471 1.121 4.326 0.074
H -4.792 -2.159 -3.724 0.107
H 3.510 3.095 -3.821 0.106
```

- E_HOMO (eV) = -6.494
- LUMO energy (Ha) = 0.0122
- orbital gap (eV) = 6.8
- ΔE to the lowest compared entry with this formula, charge and spin (kJ/mol) = 29.9